Entry from the OMol25 dataset: a gas-phase ion, C4H2F2O6 (charge -2) in a non-equilibrium geometry (the ωB97M-V functional and the def2-TZVPD basis).

Structure (ORCA input):
```
! RIJCOSX wB97M-V def2-TZVPD def2/J DEFGRID3
* xyz -2 1
O 1.060 -2.015 -2.029
O -0.903 0.627 2.674
O 1.504 0.155 -1.831
O -2.261 1.248 1.054
F -1.282 0.374 -1.601
F -1.295 -1.620 -0.722
O 0.818 -0.661 1.151
O 0.997 1.313 0.332
C 0.790 -0.829 -1.635
C -1.233 0.697 1.424
C -0.541 -0.445 -0.874
C -0.084 0.293 0.483
H 0.891 -0.247 2.016
H 1.539 1.112 -0.442
*
```

Results
Energy above the lowest of the compared OMol25 structures with the same formula, charge and spin   95.6 kJ/mol
Kohn-Sham gap   8.1 eV